Entry 1:
Formula: C5H9MgO4Sn
Source: OMol25
Level of theory: wB97M-V/def2-TZVPD

* HOMO-LUMO gap (spin up / spin down): 0.226 / 0.238 Eh
* energy above the lowest of the compared OMol25 structures with the same formula, charge and spin: 10.6 kcal/mol
* M: 276.139 g mol⁻¹
* spin multiplicity: 2

CARTESIAN COORDINATES (ANGSTROEM)
1 O -0.28 -1.68 -0.41
2 C -1.43 -1.53 0.33
3 C -1.58 -0.08 0.77
4 O -1.28 0.74 -0.36
5 C -2.32 0.88 -1.32
6 Sn 0.54 1.62 -0.65
7 H -1.61 -2.16 1.22
8 H -2.28 -1.78 -0.34
9 H -0.91 0.18 1.60
10 H -2.61 0.11 1.13
11 H -2.11 1.73 -1.98
12 H -2.35 -0.02 -1.95
13 H -3.27 1.03 -0.80
14 O 3.40 -1.53 0.46
15 C 4.09 -0.48 0.67
16 C 3.30 0.81 0.47
17 O 1.94 0.64 0.18
18 Mg 1.51 -1.24 -0.12
19 H 3.85 1.39 -0.30
20 H 3.39 1.38 1.41

Entry 2:
Formula: C18H22O8S2
Source: OMol25
Level of theory: wB97M-V/def2-TZVPD

* HOMO-LUMO gap: 0.115 Eh
* M: 430.500 g mol⁻¹
* total charge: -2

CARTESIAN COORDINATES (ANGSTROEM)
1 C 6.03 -1.87 0.93
2 C 5.54 -0.94 -0.27
3 S 5.03 0.70 0.49
4 C 3.33 0.28 1.13
5 C 2.21 0.65 0.09
6 C 0.88 0.87 0.42
7 C 0.25 0.81 1.83
8 O -0.69 -0.26 2.00
9 C -1.80 -0.14 1.14
10 C -2.40 1.16 0.86
11 C -3.52 1.36 -0.07
12 C -4.04 2.82 -0.31
13 C -4.05 0.17 -0.74
14 C -3.47 -1.13 -0.43
15 C -2.35 -1.33 0.50
16 C -1.87 -2.80 0.70
17 C -2.73 -3.54 1.82
18 C -0.32 -2.97 0.94
19 C 0.26 1.25 -0.96
20 O -0.59 2.00 -1.28
21 O 1.06 0.48 -1.89
22 C 2.36 0.84 -1.48
23 O 3.27 1.21 -2.14
24 H 6.15 -1.24 1.86
25 H 5.23 -2.63 1.16
26 H 7.02 -2.32 0.68
27 H 4.63 -1.42 -0.74
28 H 6.30 -0.80 -1.07
29 H 3.31 -0.83 1.26
30 H 3.21 0.82 2.11
31 H 1.08 0.60 2.56
32 H -0.15 1.82 2.13
33 H -2.03 2.09 1.35
34 H -5.07 2.95 0.11
35 H -3.98 3.06 -1.41
36 H -3.29 3.50 0.18
37 H -4.88 0.26 -1.48
38 H -3.89 -2.02 -0.96
39 H -2.11 -3.35 -0.25
40 H -3.67 -3.97 1.37
41 H -3.02 -2.85 2.66
42 H -2.17 -4.42 2.26
43 H 0.24 -2.23 0.32
44 H -0.04 -4.03 0.67
45 H -0.13 -2.79 2.04
46 O -2.25 3.75 -4.82
47 S -1.03 4.04 -4.02
48 O -0.93 3.04 -2.90
49 O -1.11 5.41 -3.45
50 O 0.17 3.93 -4.89

Entry 3:
Formula: C21H41ClFNO17P3S
Source: OMol25
Level of theory: wB97M-V/def2-TZVPD

* HOMO-LUMO gap: 0.199 Eh
* M: 758.989 g mol⁻¹
* total charge: +1

CARTESIAN COORDINATES (ANGSTROEM)
1 O 2.56 0.37 0.31
2 C 2.13 0.26 -0.87
3 F 1.72 -1.04 -1.30
4 C 2.04 1.56 -1.85
5 C 0.76 2.47 -1.41
6 C 0.91 3.86 -0.71
7 C -0.41 4.62 -0.29
8 C -0.22 6.04 0.41
9 O -0.23 7.08 -0.31
10 O 0.01 6.24 1.80
11 C -1.82 3.95 -0.59
12 C -3.16 4.70 -0.13
13 C -4.51 3.85 -0.30
14 C -4.55 2.48 0.54
15 C -5.68 1.45 0.08
16 S -5.45 0.75 -1.62
17 O -5.59 1.77 -2.73
18 O -4.15 -0.03 -1.78
19 Cl -6.97 -0.67 -1.98
20 C -1.76 2.58 -1.33
21 N -0.54 1.89 -1.71
22 H 1.83 1.13 -2.89
23 H 3.02 2.14 -1.82
24 H 1.96 4.29 -0.48
25 H -0.09 5.38 2.27
26 H -3.26 5.64 -0.81
27 H -3.07 5.14 0.94
28 H -4.72 3.74 -1.42
29 H -5.36 4.51 0.12
30 H -4.81 2.78 1.63
31 H -3.52 1.95 0.62
32 H -6.72 1.94 0.11
33 H -5.72 0.54 0.80
34 H -2.79 2.10 -1.58
35 H -0.61 0.97 -2.19
36 C -4.44 -5.79 -3.30
37 O -5.84 -5.59 -3.08
38 P -6.61 -4.61 -4.27
39 O -7.85 -4.47 -3.39
40 O -6.77 -5.91 -5.26
41 C -7.48 -7.04 -4.80
42 O -7.31 -3.61 -5.48
43 C -6.36 -3.02 -6.36
44 H -4.06 -6.45 -2.51
45 H -4.28 -6.27 -4.27
46 H -3.91 -4.84 -3.25
47 H -8.13 -6.82 -3.95
48 H -6.77 -7.83 -4.52
49 H -8.11 -7.42 -5.62
50 H -5.78 -3.80 -6.88
51 H -5.68 -2.37 -5.80
52 H -6.89 -2.42 -7.10
53 C 3.60 -2.29 1.31
54 O 3.95 -3.67 1.29
55 P 5.30 -4.07 2.29
56 O 5.43 -5.44 1.66
57 O 4.32 -4.14 3.62
58 C 3.24 -5.06 3.62
59 O 6.66 -4.35 3.30
60 C 7.28 -3.16 3.80
61 H 2.73 -2.14 0.68
62 H 3.36 -1.97 2.33
63 H 4.43 -1.69 0.92
64 H 3.35 -5.84 2.87
65 H 2.31 -4.51 3.43
66 H 3.18 -5.52 4.61
67 H 6.56 -2.58 4.38
68 H 7.65 -2.56 2.96
69 H 8.12 -3.44 4.44
70 C 5.92 5.28 2.11
71 O 5.93 3.94 1.62
72 P 6.13 2.74 2.85
73 O 6.41 1.66 1.81
74 O 4.52 2.80 3.19
75 C 3.60 2.50 2.17
76 O 6.36 1.64 4.15
77 C 6.67 2.26 5.39
78 H 5.76 5.96 1.26
79 H 5.11 5.42 2.83
80 H 6.88 5.52 2.57
81 H 4.05 1.96 1.33
82 H 3.16 3.43 1.79
83 H 2.80 1.89 2.59
84 H 5.87 2.94 5.69
85 H 7.61 2.81 5.31
86 H 6.78 1.49 6.15

Entry 4:
Formula: C5H7N2
Source: OMol25
Level of theory: wB97M-V/def2-TZVPD

* HOMO-LUMO gap (spin up / spin down): 0.274 / 0.269 Eh
* energy above the lowest of the compared OMol25 structures with the same formula, charge and spin: 185.7 kcal/mol
* M: 95.125 g mol⁻¹
* total charge: +1

CARTESIAN COORDINATES (ANGSTROEM)
1 C -0.66 -1.53 0.56
2 C 0.64 -1.48 0.40
3 C 0.01 0.49 -0.17
4 C -2.55 0.22 0.05
5 C 2.48 0.05 0.00
6 N -1.14 -0.26 0.22
7 N 1.13 -0.24 0.07
8 H -0.12 1.46 -0.67
9 H -3.07 -0.11 0.85
10 H -2.28 1.30 0.02
11 H -2.93 -0.22 -0.96
12 H 2.84 0.45 0.91
13 H 2.56 0.64 -0.95
14 H 3.10 -0.77 -0.32

Entry 5:
Formula: C12H15ClCuN3
Source: OMol25
Level of theory: wB97M-V/def2-TZVPD

* HOMO-LUMO gap (spin up / spin down): 0.147 / 0.068 Eh
* energy above the lowest of the compared OMol25 structures with the same formula, charge and spin: 94.0 kcal/mol
* M: 300.272 g mol⁻¹
* total charge: +1
* spin multiplicity: 2

CARTESIAN COORDINATES (ANGSTROEM)
1 Cu -5.31 3.40 0.71
2 Cl -2.11 1.87 0.96
3 N -3.27 -2.98 -1.87
4 C -2.49 -3.89 -2.48
5 C -3.15 -5.01 -2.79
6 C -4.43 -4.92 -2.21
7 C -4.50 -3.65 -1.68
8 H -3.09 -2.06 -1.48
9 H -1.48 -3.56 -2.69
10 H -2.62 -5.84 -3.25
11 H -5.25 -5.61 -2.09
12 H -5.32 -3.23 -1.12
13 N 1.67 6.46 -1.03
14 C 1.71 5.26 -1.60
15 C 2.99 5.00 -2.09
16 C 3.75 6.15 -1.88
17 C 2.96 7.02 -1.15
18 H 0.82 6.88 -0.67
19 H 0.82 4.65 -1.58
20 H 3.33 4.07 -2.53
21 H 4.76 6.22 -2.27
22 H 3.18 8.02 -0.82
23 N 0.77 -1.96 2.99
24 C 1.88 -1.31 3.45
25 C 2.82 -2.20 3.91
26 C 2.21 -3.46 3.95
27 C 0.97 -3.30 3.33
28 H -0.14 -1.56 2.79
29 H 1.84 -0.23 3.44
30 H 3.80 -1.97 4.29
31 H 2.71 -4.30 4.39
32 H 0.17 -3.98 3.08

Entry 6:
Formula: C2H3ClS2
Source: OMol25
Level of theory: wB97M-V/def2-TZVPD

* HOMO-LUMO gap: 0.312 Eh
* energy above the lowest of the compared OMol25 structures with the same formula, charge and spin: 11.7 kcal/mol
* M: 126.633 g mol⁻¹

CARTESIAN COORDINATES (ANGSTROEM)
1 C -2.92 0.10 -0.10
2 C -0.17 0.16 0.22
3 S -4.48 0.52 0.13
4 S -1.58 1.18 -0.30
5 Cl -2.54 -1.58 0.09
6 H 0.33 -0.39 -0.64
7 H -0.53 -0.72 0.91
8 H 0.56 0.87 0.62

Entry 7:
Formula: C5H5Cl15
Source: OMol25
Level of theory: wB97M-V/def2-TZVPD

* HOMO-LUMO gap (spin up / spin down): 0.088 / 0.310 Eh
* energy above the lowest of the compared OMol25 structures with the same formula, charge and spin: 0.0 kcal/mol
* M: 596.890 g mol⁻¹
* total charge: -1
* spin multiplicity: 2

CARTESIAN COORDINATES (ANGSTROEM)
1 C -20.34 -44.89 -8.64
2 Cl -21.38 -45.92 -7.68
3 Cl -21.03 -43.33 -8.89
4 Cl -19.91 -45.60 -10.21
5 H -19.42 -44.85 -8.05
6 C -27.49 -41.59 -8.24
7 Cl -28.95 -42.58 -7.99
8 Cl -27.22 -40.38 -7.06
9 Cl -27.53 -40.88 -9.95
10 H -26.63 -42.26 -8.14
11 C -22.79 -42.72 -5.86
12 Cl -22.79 -40.97 -5.34
13 Cl -24.03 -42.96 -7.07
14 Cl -23.19 -43.71 -4.45
15 H -21.82 -43.11 -6.19
16 C -19.08 -44.13 -3.97
17 Cl -19.95 -42.94 -3.03
18 Cl -18.94 -43.57 -5.74
19 Cl -19.94 -45.65 -3.85
20 H -18.10 -44.21 -3.49
21 C -26.86 -43.37 -3.47
22 Cl -27.00 -41.57 -3.32
23 Cl -27.68 -44.01 -4.89
24 Cl -27.37 -44.26 -2.11
25 H -25.80 -43.62 -3.55

Entry 8:
Formula: C4H12N2O
Source: OMol25
Level of theory: wB97M-V/def2-TZVPD

* HOMO-LUMO gap: 0.362 Eh
* energy above the lowest of the compared OMol25 structures with the same formula, charge and spin: 38.3 kcal/mol
* M: 104.153 g mol⁻¹

CARTESIAN COORDINATES (ANGSTROEM)
1 C -0.68 0.77 -0.86
2 N -0.40 0.83 -2.26
3 C 0.06 -0.38 -0.19
4 C -0.31 -1.78 -0.68
5 N -0.03 -0.30 1.27
6 C 0.63 0.81 1.90
7 O 1.68 0.38 2.72
8 H -0.40 1.70 -0.36
9 H -1.76 0.68 -0.69
10 H 0.39 0.39 -2.68
11 H -0.98 1.31 -2.93
12 H 1.13 -0.22 -0.33
13 H -1.12 -2.15 -0.06
14 H 0.58 -2.39 -0.58
15 H -0.55 -1.70 -1.73
16 H -1.02 -0.36 1.48
17 H 1.05 1.44 1.10
18 H -0.03 1.52 2.41
19 H 1.77 -0.55 2.48

Entry 9:
Formula: C17H15ClN2O5
Source: OMol25
Level of theory: wB97M-V/def2-TZVPD

* HOMO-LUMO gap: 0.274 Eh
* energy above the lowest of the compared OMol25 structures with the same formula, charge and spin: 96.8 kcal/mol
* M: 362.769 g mol⁻¹

CARTESIAN COORDINATES (ANGSTROEM)
1 C 3.18 -4.00 3.29
2 C 2.10 -3.22 2.61
3 C 2.32 -2.63 1.37
4 C 1.33 -1.88 0.77
5 C 0.10 -1.71 1.39
6 C -0.16 -2.32 2.61
7 C 0.86 -3.06 3.20
8 H 0.67 -3.54 4.15
9 C -1.50 -2.24 3.27
10 H -1.59 -2.97 4.07
11 H -2.30 -2.42 2.54
12 H -1.66 -1.24 3.68
13 N -0.87 -0.94 0.71
14 C -1.54 0.12 1.22
15 O -1.47 0.52 2.36
16 C -2.44 0.81 0.17
17 H -3.18 1.42 0.69
18 H -2.93 0.08 -0.48
19 O -1.71 1.74 -0.63
20 C -1.02 1.27 -1.66
21 O -0.82 0.11 -1.91
22 C -0.38 2.39 -2.43
23 C 0.88 2.84 -2.07
24 C 1.49 3.84 -2.82
25 C 0.86 4.40 -3.92
26 C -0.40 3.95 -4.28
27 C -1.01 2.95 -3.54
28 N -2.32 2.49 -3.90
29 O -2.83 2.96 -4.90
30 O -2.84 1.67 -3.18
31 H -0.92 4.37 -5.13
32 H 1.35 5.18 -4.49
33 Cl 3.05 4.40 -2.36
34 H 1.39 2.41 -1.22
35 H -0.86 -1.02 -0.30
36 H 1.50 -1.42 -0.20
37 H 3.28 -2.75 0.88
38 H 3.71 -3.36 4.00
39 H 3.90 -4.38 2.57
40 H 2.76 -4.83 3.85

Entry 10:
Formula: C4H31N2O12
Source: OMol25
Level of theory: wB97M-V/def2-TZVPD

* HOMO-LUMO gap: 0.373 Eh
* energy above the lowest of the compared OMol25 structures with the same formula, charge and spin: 115.1 kcal/mol
* M: 299.294 g mol⁻¹
* total charge: +1

CARTESIAN COORDINATES (ANGSTROEM)
1 C 0.74 0.99 0.36
2 O 1.61 -0.06 0.41
3 C -0.71 0.50 0.35
4 C -1.67 1.42 1.08
5 C -2.11 2.50 0.06
6 N -2.53 3.67 0.61
7 O -2.07 2.30 -1.13
8 N -0.69 -0.90 0.88
9 H 0.75 1.61 1.34
10 H 1.08 1.71 -0.38
11 H 1.87 -0.32 -0.58
12 H -1.07 0.13 -0.69
13 H -2.43 0.83 1.48
14 H -1.38 1.87 1.98
15 H -2.59 4.43 -0.10
16 H -2.64 3.93 1.62
17 H -0.06 -0.92 1.84
18 H -0.28 -1.43 0.14
19 H -1.63 -1.37 1.18
20 H 4.03 -1.59 -1.83
21 H 2.96 -1.93 -0.62
22 O 3.26 -1.27 -1.22
23 H -1.06 -1.04 4.38
24 H -1.65 -2.32 3.99
25 O -1.77 -1.34 3.71
26 H 1.48 -1.34 4.60
27 H 1.06 0.18 4.76
28 O 0.91 -0.60 4.30
29 H 1.94 -1.42 -2.32
30 H 1.05 -0.61 -3.40
31 O 1.01 -1.23 -2.74
32 H 2.02 4.14 -1.10
33 H 1.81 3.71 0.41
34 O 1.47 3.94 -0.32
35 H -1.16 -4.14 0.95
36 H -1.18 -3.20 -0.39
37 O -0.89 -3.36 0.49
38 H -0.06 -3.78 -2.65
39 H 0.02 -2.36 -2.70
40 O -0.55 -3.00 -2.25
41 H -3.53 1.64 -3.16
42 H -2.44 0.78 -2.59
43 O -3.22 0.73 -3.04
44 H 3.55 -3.41 0.99
45 H 2.69 -2.17 1.29
46 O 2.66 -3.03 0.81
47 H 0.45 2.20 -4.40
48 H 0.24 2.80 -2.90
49 O 0.72 2.10 -3.50

Entry 11:
Formula: C4H14N2O
Source: OMol25
Level of theory: wB97M-V/def2-TZVPD

* HOMO-LUMO gap: 0.358 Eh
* energy above the lowest of the compared OMol25 structures with the same formula, charge and spin: 35.7 kcal/mol
* M: 106.169 g mol⁻¹

CARTESIAN COORDINATES (ANGSTROEM)
1 C 2.31 0.72 -0.50
2 C 0.83 0.36 -0.37
3 C 0.58 0.30 1.19
4 C -0.81 -0.06 1.73
5 N -1.17 -1.43 1.34
6 N -0.08 1.34 -0.93
7 H 2.90 -0.02 0.06
8 H 2.65 1.66 -0.06
9 H 2.62 0.73 -1.55
10 H 0.69 -0.64 -0.79
11 H 1.17 -0.56 1.52
12 H 1.07 1.19 1.56
13 H -1.55 0.67 1.36
14 H -0.74 0.14 2.80
15 H -2.18 -1.42 1.22
16 H -0.82 -1.52 0.40
17 H -0.50 1.15 -1.82
18 H -0.44 1.93 -0.22
19 H -2.15 -0.88 -1.82
20 H -1.87 -2.14 -2.68
21 O -2.51 -1.51 -2.43

Entry 12:
Formula: C24H26N4SiTb
Source: OMol25
Level of theory: wB97M-V/def2-TZVPD

* HOMO-LUMO gap (spin up / spin down): 0.186 / 0.187 Eh
* M: 557.511 g mol⁻¹
* total charge: +1
* spin multiplicity: 7

CARTESIAN COORDINATES (ANGSTROEM)
1 C -1.94 -1.38 -0.05
2 C -1.21 -1.53 -1.28
3 C -0.63 -2.83 -1.31
4 H -1.17 -0.81 -2.10
5 C -1.02 -3.51 -0.11
6 C -1.83 -2.61 0.66
7 H -2.35 -2.86 1.57
8 H -2.54 -0.52 0.24
9 H -0.03 -3.24 -2.14
10 H -0.81 -4.56 0.11
11 Tb 0.43 -1.61 0.70
12 C 2.63 1.46 -0.43
13 H 2.86 0.49 0.01
14 H 2.77 2.28 0.29
15 H 3.26 1.64 -1.32
16 Si 0.75 1.73 -0.94
17 C -0.71 2.93 -1.29
18 C -1.96 2.45 -1.69
19 H -2.06 1.46 -2.14
20 C -3.11 3.23 -1.47
21 H -4.08 2.87 -1.81
22 C -3.02 4.47 -0.82
23 H -3.92 5.07 -0.63
24 C -1.77 4.93 -0.39
25 H -1.69 5.89 0.14
26 C -0.62 4.18 -0.63
27 H 0.33 4.51 -0.23
28 C 1.05 0.83 -2.69
29 C 0.43 1.24 -3.88
30 H -0.12 2.19 -3.92
31 C 0.49 0.45 -5.05
32 H -0.05 0.76 -5.95
33 C 1.21 -0.75 -5.08
34 H 1.24 -1.38 -5.98
35 C 1.87 -1.15 -3.91
36 H 2.42 -2.09 -3.90
37 C 1.82 -0.35 -2.76
38 H 2.41 -0.69 -1.91
39 H 0.13 0.42 -0.47
40 H 0.38 2.26 0.44
41 N 0.31 -3.09 4.73
42 C -0.12 -4.35 4.33
43 C -0.11 -4.35 2.97
44 N 0.33 -3.11 2.51
45 C 0.55 -2.35 3.62
46 C 0.88 -0.93 3.61
47 N 0.81 -0.12 2.51
48 C 1.13 1.17 2.97
49 C 1.40 1.13 4.30
50 N 1.22 -0.20 4.69
51 H 0.40 -2.76 5.69
52 H -0.39 -5.12 5.03
53 H -0.41 -5.11 2.28
54 H 1.13 2.01 2.29
55 H 1.70 1.90 4.99
56 H 1.36 -0.57 5.63

Entry 13:
Formula: C3H4N2OS
Source: OMol25
Level of theory: wB97M-V/def2-TZVPD

* HOMO-LUMO gap (spin up / spin down): 0.289 / 0.289 Eh
* energy above the lowest of the compared OMol25 structures with the same formula, charge and spin: 103.0 kcal/mol
* M: 116.145 g mol⁻¹

CARTESIAN COORDINATES (ANGSTROEM)
1 C 1.29 -0.20 -0.30
2 C 0.26 0.46 -0.91
3 C 0.83 -0.72 0.94
4 N -0.81 0.50 -0.02
5 N -0.29 -0.06 1.10
6 O -1.57 -0.54 1.95
7 S 1.60 -1.53 2.16
8 H 2.19 -0.51 -0.61
9 H 0.13 0.86 -1.86
10 H -1.81 0.42 -0.09
11 H -1.36 -1.49 1.93

Entry 14:
Formula: C20H32N6O6
Source: OMol25
Level of theory: wB97M-V/def2-TZVPD

* HOMO-LUMO gap: 0.330 Eh
* energy above the lowest of the compared OMol25 structures with the same formula, charge and spin: 5.9 kcal/mol
* M: 452.512 g mol⁻¹

CARTESIAN COORDINATES (ANGSTROEM)
1 O -0.12 5.43 -2.76
2 O 2.51 2.12 -4.29
3 O -0.35 -2.43 5.70
4 O 4.65 -3.14 3.42
5 N -1.30 1.14 -1.72
6 O -3.89 4.12 -3.56
7 O -4.94 3.25 -1.70
8 C 0.13 4.24 -2.90
9 C 1.52 2.49 -3.67
10 C 0.17 -3.03 4.77
11 C 3.65 -3.67 3.88
12 C -2.22 1.96 -1.26
13 C -0.38 1.96 -2.35
14 C -0.74 3.26 -2.28
15 N 3.80 -4.52 4.90
16 N 1.22 3.84 -3.64
17 N 0.76 1.54 -3.02
18 N -1.94 3.28 -1.59
19 N 1.40 -2.72 4.38
20 C -0.61 -4.15 4.09
21 C 2.76 -5.26 5.61
22 C 2.09 4.83 -4.31
23 C 1.10 0.12 -3.12
24 C 1.20 -0.84 0.47
25 C 0.51 -3.21 0.57
26 C -4.57 2.92 -3.95
27 C -5.57 2.69 -2.85
28 C -4.13 4.34 -2.16
29 C -2.83 4.44 -1.36
30 C 1.00 -2.03 1.41
31 C 2.32 -2.35 2.13
32 C 2.24 -3.32 3.33
33 H -3.10 1.63 -0.72
34 H 4.75 -4.65 5.19
35 H 1.81 -1.95 4.90
36 H -1.50 -4.35 4.68
37 H -0.90 -3.82 3.10
38 H 0.00 -5.05 4.04
39 H 2.15 -4.58 6.21
40 H 2.12 -5.80 4.91
41 H 3.22 -5.98 6.29
42 H 2.50 4.43 -5.24
43 H 2.92 5.11 -3.65
44 H 1.54 5.74 -4.57
45 H 1.07 -0.21 -4.16
46 H 2.10 -0.06 -2.72
47 H 0.40 -0.51 -2.56
48 H 1.98 -1.06 -0.25
49 H 0.27 -0.62 -0.05
50 H 1.49 0.04 1.05
51 H -0.44 -2.97 0.10
52 H 0.38 -4.10 1.18
53 H 1.24 -3.44 -0.22
54 H -5.06 3.04 -4.92
55 H -3.86 2.09 -4.02
56 H -6.51 3.21 -3.06
57 H -5.78 1.62 -2.72
58 H -4.69 5.28 -2.04
59 H -2.32 5.36 -1.65
60 H -3.06 4.52 -0.30
61 H 0.23 -1.77 2.13
62 H 3.02 -2.76 1.39
63 H 2.75 -1.41 2.49
64 H 1.80 -4.25 2.99